Below is a molecular structure, C4H8Cl2N4O2S in a non-equilibrium geometry, with properties calculated with ωB97M-V with the def2-TZVPD basis set.

Properties
F_max	3.81	eV/A
LUMO energy (spin up / spin down)	-1.676 / -1.676	eV
frontier orbital gap (spin up / spin down)	7.9 / 7.9	eV
relative energy (zero: lowest compared OMol25 entry of this formula, charge and spin)	47.1	kcal per mole

The geometry in ORCA input format:
```
! wB97M-V def2-TZVPD RIJCOSX def2/J DEFGRID3
* xyz 0 1
C 0.1147 -0.6612 1.1561
C -0.4140 -0.7203 -0.3057
C 0.6717 1.3091 -0.5179
C 0.0018 -0.0047 -2.5752
N 1.0505 0.2567 1.5132
N 1.3690 1.1363 0.7604
N 0.2814 0.1051 -1.1489
N -0.4433 0.2823 3.9715
O -2.0890 1.4350 2.4618
O -2.3478 -1.0784 2.8989
S -1.5322 0.1103 2.6322
Cl -2.3355 -0.4232 -0.0982
Cl -0.8446 2.4066 -0.0330
H 0.3755 -1.4870 1.7916
H -0.3914 -1.7385 -0.5563
H 1.3558 1.7489 -1.1942
H -0.3532 1.0471 -3.0420
H 0.9909 -0.2353 -3.0366
H -0.7970 -0.7333 -2.7342
H 0.0503 -0.6575 3.8944
H 0.2813 0.9398 3.6325
*
```

Below is a gas-phase ion, C3H6OS (charge -2) in a non-equilibrium geometry, with properties calculated with ωB97M-V with the def2-TZVPD basis set.

Properties
F_max	3.48	eV/A
LUMO energy	6.285	eV
frontier orbital gap	5.1	eV
SMILES	[O-]CCC[S-]
relative energy (zero: lowest compared OMol25 entry of this formula, charge and spin)	19.1	kcal per mole

The geometry in ORCA input format:
```
! wB97M-V def2-TZVPD RIJCOSX def2/J DEFGRID3
* xyz -2 1
O -0.7858 -1.1787 2.2263
C -0.3453 -0.2254 1.3731
C -0.0247 -0.6302 -0.2372
C 0.2983 0.6968 -1.1268
S 0.8112 0.2131 -2.7983
H 0.5625 0.3520 1.8074
H -0.9875 0.7954 1.2837
H 0.9133 -1.2026 -0.4593
H -0.8350 -1.3547 -0.4856
H -0.6270 1.3343 -1.0778
H 1.0199 1.1999 -0.5055
*
```

Below is 2 unconnected molecules or ions with the total composition C3H10Si3 in a non-equilibrium geometry, with properties calculated with ωB97M-V with the def2-TZVPD basis set.

Properties
F_max	4.63	eV/A
LUMO energy (spin up / spin down)	0.400 / -0.603	eV
frontier orbital gap (spin up / spin down)	7.1 / 9.8	eV
<S²>	2.010
relative energy (zero: lowest compared OMol25 entry of this formula, charge and spin)	0.0	kcal per mole

The geometry in ORCA input format:
```
! wB97M-V def2-TZVPD RIJCOSX def2/J DEFGRID3
* xyz 0 3
C 0.8915 -0.4826 -0.9250
C 1.9921 0.3017 -0.2368
C 1.1091 0.9902 -1.0215
Si -0.2868 -1.8186 -0.2593
Si 3.5292 0.5671 0.7088
Si -4.1274 0.9265 -0.1437
H 0.6635 1.7669 -1.5904
H -0.2095 -1.7531 1.3364
H 0.1540 -3.1624 -0.6111
H -1.6685 -1.4309 -0.8210
H 4.8272 0.8808 0.0710
H 3.9543 -0.8077 1.2330
H 3.2021 1.5195 1.7394
H -2.8679 1.5553 0.4185
H -5.4325 0.7708 0.6359
H -3.8001 -0.0673 -1.1914
*
```

Below is a molecular structure, ILiSr in a non-equilibrium geometry, with properties calculated with ωB97M-V with the def2-TZVPD basis set.

Properties
F_max	2.49	eV/A
LUMO energy (spin up / spin down)	-13.448 / -18.003	eV
frontier orbital gap (spin up / spin down)	11.8 / 6.9	eV
<S²>	0.752

The geometry in ORCA input format:
```
! wB97M-V def2-TZVPD RIJCOSX def2/J DEFGRID3
* xyz 3 2
Sr -1.3395 1.9591 1.3133
Li 1.5877 -1.6856 -0.9600
I -0.2483 -0.2735 -0.3533
*
```